1.
A molecular structure, C32H34LiN2O2 at a distorted geometry. Source: the Open Molecules 2025 dataset; level of theory: ωB97M-V with the def2-TZVPD basis set.

For the LUMO energy, the calculation gives -4.46 eV. The HOMO energy comes out at -8.48 eV. The calculation puts the HOMO-LUMO gap at 4.023 eV. The calculated total energy is -1507.02724 Eh.

Structure (ORCA input):
```
! RIJCOSX wB97M-V def2-TZVPD def2/J DEFGRID3
* xyz 1 1
O 7.829 -0.012 2.536
O -4.163 2.113 3.412
N -0.938 0.696 3.157
N -1.950 2.712 3.087
C 5.540 0.825 2.565
C -4.899 -1.334 3.504
C 1.160 -4.445 1.701
C 8.277 1.338 2.309
C -0.136 -3.923 1.488
C -1.028 -6.182 1.723
C -1.199 -4.841 1.301
C -0.618 2.128 2.973
C -5.271 -0.343 1.328
C 3.722 -0.794 2.916
C 6.057 -1.531 2.919
C 1.367 -5.872 1.867
C -2.916 -0.486 2.199
C -0.045 2.452 1.581
C -2.976 1.829 3.271
C -2.209 4.127 2.974
C 4.195 0.524 2.649
C -4.398 -0.736 2.346
C 2.793 -6.112 1.847
C 0.246 -6.707 1.960
C 4.717 -1.811 3.043
C 0.282 2.692 4.084
C 3.449 -4.853 1.733
C 1.333 -0.077 2.959
C 2.453 -3.839 1.581
C -7.158 -1.003 2.689
C -6.280 -1.449 3.685
C 6.495 -0.209 2.675
C -2.368 0.423 3.300
C -0.025 -0.294 3.144
C -6.650 -0.447 1.509
C 2.314 -1.067 3.031
Li -1.501 -4.237 3.451
H -4.200 -1.657 4.279
H 0.880 1.910 1.374
H -0.242 -2.862 1.233
H -0.241 2.616 5.048
H -0.409 -1.307 3.303
H -2.366 -1.443 2.222
H 0.169 3.529 1.527
H 2.616 -2.796 1.349
H -2.569 -0.035 4.289
H -6.663 -1.892 4.606
H 3.481 1.337 2.496
H -2.708 -0.023 1.219
H -3.286 4.298 3.068
H -8.236 -1.079 2.843
H 3.253 -7.103 1.939
H 7.858 1.738 1.377
H -1.684 4.678 3.763
H 1.981 -2.081 3.257
H 5.855 1.852 2.395
H 4.527 -4.671 1.769
H -7.328 -0.099 0.727
H -1.896 -6.849 1.712
H 0.391 -7.765 2.198
H 1.221 2.140 4.159
H 8.007 1.992 3.149
H -0.778 2.187 0.805
H -4.858 0.096 0.417
H 0.506 3.745 3.864
H 1.647 0.948 2.756
H 6.825 -2.296 3.002
H 9.359 1.250 2.232
H -1.866 4.504 2.002
H -2.132 -4.539 0.796
H 4.412 -2.841 3.233
*
```

2.
A molecular structure, C32H34N4O5S2Ti. Source: the Open Molecules 2025 dataset; level of theory: ωB97M-V with the def2-TZVPD basis set.

For the LUMO energy, the calculation gives -12.71 eV. The HOMO energy comes out at -19.53 eV. The calculation puts the HOMO-LUMO gap at 6.818 eV. The calculated total energy is -3479.48928 Eh.

Structure (ORCA input):
```
! RIJCOSX wB97M-V def2-TZVPD def2/J DEFGRID3
* xyz 4 1
Ti 0.751 0.173 -0.088
S 2.707 -0.652 -2.739
S -0.860 -2.808 -0.054
O 6.432 0.014 3.990
O -0.282 1.568 -0.558
O 5.384 -0.035 5.875
O -0.101 -1.426 0.165
O 1.559 -0.310 -1.662
N -1.748 3.250 -0.841
N 2.651 0.792 0.605
N 0.500 0.395 2.008
N 5.434 0.062 4.679
C 4.138 0.250 3.965
C 0.681 -4.297 3.350
C 1.666 0.342 2.698
C 4.105 0.565 2.549
C 0.079 -2.927 -2.628
C -0.642 0.295 2.688
C 0.510 0.084 4.773
C -0.675 0.160 4.075
C 3.021 0.090 4.697
C 0.690 0.556 -5.998
C -0.561 -3.726 1.407
C -1.285 -5.566 2.735
C -2.409 2.903 0.434
C -0.005 2.953 -2.528
C 3.694 1.209 -0.117
C -0.212 -5.338 3.588
C 2.603 -2.437 -2.964
C -2.288 4.408 -1.607
C -0.727 2.603 -1.276
C 1.730 0.168 4.074
C 1.328 -3.079 -3.498
C 2.213 0.095 -4.224
C 2.854 0.546 1.936
C 5.187 0.999 1.744
C 3.011 1.235 -6.170
C -1.482 -4.746 1.633
C 0.518 -3.474 2.248
C 1.735 1.155 -6.707
C 4.962 1.348 0.430
C 0.919 0.010 -4.751
C 3.263 0.713 -4.908
C 0.232 -3.576 -1.253
H -0.025 -4.638 -1.247
H 3.111 -0.109 5.759
H -0.153 -1.866 -2.517
H -0.298 0.503 -6.437
H 1.221 -2.676 2.044
H -1.658 2.765 1.208
H -0.659 2.811 -3.391
H -0.771 -3.375 -3.142
H 3.810 1.706 -6.726
H 0.510 -0.032 5.850
H 1.514 -4.139 4.023
H -1.646 5.274 -1.455
H -2.351 4.161 -2.663
H 3.432 -2.578 -3.669
H -3.008 2.003 0.302
H 1.545 1.560 -7.693
H -2.334 -4.905 0.981
H 3.511 1.457 -1.154
H 5.768 1.725 -0.184
H 0.874 2.326 -2.650
H -3.058 3.726 0.712
H 1.222 -3.468 -0.801
H 0.292 4.003 -2.512
H -1.978 -6.373 2.932
H 6.177 1.078 2.167
H 2.947 -2.838 -2.008
H -3.282 4.622 -1.231
H 0.115 -0.464 -4.204
H -0.073 -5.976 4.451
H -1.629 0.108 4.581
H 4.256 0.772 -4.480
H 1.571 -4.137 -3.628
H -1.560 0.312 2.113
H 1.117 -2.702 -4.499
*
```

3.
A molecular structure, C32H35Cl2N2PS4W at a distorted geometry. Source: the Open Molecules 2025 dataset; level of theory: ωB97M-V with the def2-TZVPD basis set.

For the LUMO energy (alpha / beta), the calculation gives -13.63 / -13.76 eV. The HOMO energy (alpha / beta) comes out at -19.12 / -19.11 eV. The calculation puts the HOMO-LUMO gap (alpha / beta) at 5.486 / 5.351 eV. The calculated total energy is -4270.08111 Eh.

Structure (ORCA input):
```
! RIJCOSX wB97M-V def2-TZVPD def2/J DEFGRID3
* xyz 4 1
W 0.791 0.007 0.887
Cl -2.976 -0.911 2.526
Cl 0.068 -3.318 -1.338
S 2.539 1.565 2.249
S 2.923 0.453 -0.660
S 0.283 -0.247 3.447
S 2.119 -2.108 1.220
P -0.800 0.578 -1.280
N -0.183 2.077 1.183
N -0.547 -1.179 0.823
C -1.990 -4.448 -0.098
C -3.395 -3.363 1.574
C -1.362 -0.130 -3.923
C 0.271 -0.066 -5.699
C -3.340 1.113 -0.353
C -0.401 2.955 0.023
C 1.498 0.576 4.530
C 4.047 1.701 0.046
C -2.539 0.185 -1.029
C -1.165 -3.362 -0.146
C -3.131 -0.976 -1.546
C 0.738 -2.006 3.584
C -4.703 0.901 -0.224
C -0.364 0.189 -2.992
C -0.695 5.128 -0.916
C -2.586 -2.261 1.557
C 0.948 0.387 -3.438
C -5.287 -0.233 -0.774
C -0.362 4.327 0.170
C -3.078 -4.454 0.775
C -4.498 -1.172 -1.432
C 1.261 0.267 -4.782
C 2.838 0.894 3.900
C -1.398 -2.222 0.739
C -1.120 3.174 -2.254
C 4.202 1.617 1.549
C 3.896 -1.091 -0.558
C -1.098 4.556 -2.115
C 2.099 -2.382 3.028
C -0.745 2.374 -1.177
C -1.035 -0.248 -5.267
C 3.852 -1.820 0.778
H 0.266 2.638 1.892
H -0.661 6.206 -0.813
H -6.357 -0.378 -0.703
H -2.916 2.030 0.040
H 3.623 2.658 -0.262
H 4.362 -1.296 1.581
H 3.351 1.662 4.479
H -0.098 4.786 1.120
H 4.922 -0.824 -0.813
H -1.819 -0.473 -5.980
H 1.616 -0.051 5.415
H 2.924 -1.854 3.494
H -0.059 -2.526 3.058
H 2.278 0.440 -5.116
H 4.308 -2.803 0.660
H -1.095 1.837 1.567
H -1.433 2.720 -3.188
H 3.509 -1.713 -1.365
H -2.392 -0.247 -3.630
H 4.693 2.510 1.933
H -4.953 -2.049 -1.879
H 2.256 -3.449 3.175
H 0.515 -0.172 -6.749
H 4.759 0.744 1.874
H -1.398 5.182 -2.946
H -2.536 -1.713 -2.066
H 0.989 1.488 4.844
H 1.721 0.661 -2.747
H -3.713 -5.333 0.810
H -4.273 -3.384 2.208
H -5.316 1.637 0.281
H 0.664 -2.277 4.636
H -1.812 -5.296 -0.748
H 3.497 0.034 3.812
H 5.002 1.581 -0.464
*
```

4.
A molecular structure, C32H35Cl2N2PS4W at a distorted geometry. Source: the Open Molecules 2025 dataset; level of theory: ωB97M-V with the def2-TZVPD basis set.

For the LUMO energy, the calculation gives -12.87 eV. The HOMO energy comes out at -19.20 eV. The calculation puts the HOMO-LUMO gap at 6.325 eV. The calculated total energy is -4270.12795 Eh.

Structure (ORCA input):
```
! RIJCOSX wB97M-V def2-TZVPD def2/J DEFGRID3
* xyz 4 1
W 0.507 -0.815 0.609
Cl 2.872 1.644 2.828
Cl -2.545 1.033 2.477
S 0.978 -2.764 -1.064
S 2.692 -1.804 1.613
S -0.307 -2.233 2.642
S -1.909 -1.595 0.040
P -0.321 0.938 -1.181
N 2.333 0.040 -0.448
N 0.346 0.453 1.817
C -4.053 -0.022 -3.657
C 1.273 2.081 3.318
C -0.442 5.344 0.098
C 1.028 1.609 -3.558
C 2.268 0.495 -1.852
C -1.511 -3.446 2.114
C -1.655 0.016 -3.440
C -4.186 0.479 -2.365
C 1.072 0.995 -2.306
C 3.102 -3.249 0.578
C -0.477 2.629 -0.552
C -2.559 -2.669 1.359
C 3.360 1.082 -3.880
C -3.058 0.755 -1.610
C 0.156 1.411 2.756
C 1.029 -3.259 3.297
C 0.558 4.500 0.576
C -2.791 -0.259 -4.191
C -1.323 2.785 4.077
C 3.420 0.511 -2.614
C -1.151 1.786 3.154
C -1.444 4.838 -0.715
C 1.100 3.071 4.246
C -1.464 3.487 -1.047
C 1.926 -3.955 -0.073
C 2.172 1.646 -4.341
C -0.202 3.415 4.619
C -0.563 -3.677 -1.349
C 2.308 -2.459 3.251
C 0.537 3.155 0.254
C -1.782 0.538 -2.146
C -1.744 -2.724 -1.373
H 1.955 3.576 4.678
H 1.255 -4.403 0.654
H 0.109 2.054 -3.922
H -4.937 -0.219 -4.252
H 1.362 4.901 1.183
H 4.361 0.121 -2.234
H -2.319 3.076 4.384
H -2.208 5.495 -1.111
H 3.172 -0.525 -0.360
H 2.267 -1.571 3.884
H 2.138 2.112 -5.318
H -0.651 -4.438 -0.576
H 1.345 2.533 0.622
H 3.799 -2.866 -0.170
H 3.672 -3.931 1.213
H -1.723 -2.067 -2.237
H -3.290 -3.324 0.883
H -0.423 6.400 0.342
H -1.031 -4.227 1.530
H -3.174 1.145 -0.604
H -0.469 -4.178 -2.311
H 2.532 0.853 0.138
H -2.691 -0.642 -5.201
H 3.170 -3.049 3.571
H 4.249 1.105 -4.498
H 2.283 -4.735 -0.746
H -0.679 -0.158 -3.879
H -3.102 -1.991 2.018
H -2.230 3.133 -1.719
H -1.944 -3.890 3.012
H -2.686 -3.275 -1.406
H 1.084 -4.192 2.740
H -0.348 4.200 5.353
H -5.170 0.665 -1.953
H 0.768 -3.491 4.332
*
```